(1)
A cluster of 7 separate species, C26H64NO20S6 in total, computed with ωB97M-V/def2-TZVPD.

Structure (XYZ):
```
117
Properties=species:S:1:pos:R:3:forces:R:3:lowdin_charge:R:1
C -3.42856 -0.37677 11.41686 1.227 -0.012 -0.654 0.016
C -3.39468 -0.90117 9.89995 -3.636 -1.371 0.013 -0.400
O -4.46502 -1.29000 9.41209 3.891 1.186 1.014 0.109
O -2.18704 -0.88451 9.09541 -1.603 2.193 0.890 -0.121
C -2.27149 0.41931 8.41674 -0.152 0.391 0.056 -0.132
C -0.82134 0.92643 7.92939 -0.131 -2.675 0.031 -0.056
N -0.70955 2.42534 7.78453 0.817 -1.460 -0.984 -0.122
C -1.04022 3.31757 8.95239 -0.203 3.683 0.149 -0.084
C -1.90006 4.51637 8.24685 -0.447 -1.366 -1.408 -0.124
C -2.76338 3.55870 7.23959 1.053 1.205 1.501 -0.124
C -1.48581 2.81588 6.55045 -3.702 2.117 0.225 -0.091
H -4.32944 -0.80022 11.95839 1.087 0.527 -1.036 0.104
H -2.47557 -0.66697 11.98565 -1.346 0.567 -0.913 0.099
H -3.51305 0.76317 11.34920 0.142 -1.547 0.319 0.087
H -2.97303 0.28956 7.53009 0.876 0.332 1.074 0.151
H -2.75695 1.13677 9.16576 0.809 -0.668 -1.211 0.108
H -0.68825 0.49223 6.87176 0.120 0.736 1.685 0.150
H 0.02128 0.48090 8.57531 -1.387 0.971 -0.722 0.167
H 0.28379 2.61234 7.54047 -0.709 -0.350 0.401 0.194
H -1.64820 2.89063 9.80751 1.160 0.012 -1.281 0.140
H -0.06675 3.83574 9.25179 -1.322 -1.321 0.210 0.149
H -2.51250 5.19187 8.92247 0.975 -1.088 -0.676 0.131
H -1.22516 5.11275 7.55276 -0.694 -0.374 1.303 0.114
H -3.48883 4.06806 6.53235 1.191 -0.601 0.780 0.130
H -3.35769 2.95120 8.01531 0.748 0.202 -1.804 0.114
H -0.89022 3.61624 6.00659 -0.874 -1.385 0.322 0.151
H -1.98341 2.01432 5.92152 1.758 0.489 0.755 0.145
O 1.93366 -2.34876 7.84129 -0.029 -0.373 0.112 -0.294
S 1.17609 -3.49692 8.26874 -0.558 -0.681 -0.027 0.601
O 1.76236 -4.53905 9.06714 0.086 0.719 -0.435 -0.269
O 0.46237 -4.16488 6.98215 -0.164 0.652 0.834 -0.270
C 1.28209 -4.57158 5.88298 0.803 -0.478 -0.700 -0.269
C 2.06701 -5.83215 6.19943 0.090 -0.058 0.250 -0.069
C -0.29224 -2.93788 9.08050 0.178 -0.205 -0.267 -0.128
H 1.94813 -3.75763 5.58027 -0.099 0.039 0.165 0.118
H 0.61295 -4.76946 5.04231 -0.208 0.181 0.273 0.117
H 2.79051 -5.65668 6.99588 -0.008 0.005 -0.062 0.071
H 2.61311 -6.17971 5.32060 -0.118 0.075 -0.029 0.086
H 1.39700 -6.62535 6.54017 0.032 0.062 -0.109 0.089
H -0.76243 -2.17432 8.47099 0.165 -0.323 0.001 0.036
H 0.00115 -2.52254 10.04450 0.124 -0.050 -0.089 0.083
H -0.95995 -3.78552 9.23119 0.069 0.038 -0.055 0.088
O 1.37505 -2.90739 1.26279 -0.112 0.485 0.467 -0.278
S 0.73959 -1.62143 1.36834 -0.483 0.253 -0.540 0.602
O 1.23073 -0.60293 2.26092 -0.007 -0.630 -0.097 -0.291
O -0.83933 -1.83714 1.64781 0.574 0.229 -0.460 -0.260
C -1.22642 -2.61081 2.78302 -0.163 -0.359 0.787 -0.259
C -1.01575 -1.85029 4.08025 0.246 0.155 0.194 -0.086
C 0.59822 -0.91640 -0.24774 -0.174 -0.063 0.037 -0.115
H -0.69384 -3.56661 2.79570 0.070 0.128 -0.115 0.115
H -2.28885 -2.83611 2.66838 0.143 0.125 -0.322 0.128
H 0.04365 -1.66021 4.25762 -0.021 -0.043 0.003 0.065
H -1.40198 -2.41682 4.93063 -0.062 -0.062 -0.097 0.078
H -1.51700 -0.87881 4.04087 -0.062 -0.093 -0.050 0.074
H 0.19516 -1.66443 -0.92949 0.019 0.051 0.086 0.086
H 1.59704 -0.61798 -0.56556 -0.040 -0.025 0.090 0.053
H -0.05011 -0.04246 -0.19795 0.048 -0.076 0.025 0.080
O 2.52467 -0.05936 -3.09546 0.345 0.056 -0.170 -0.297
S 3.68471 -0.87865 -3.33920 0.424 -1.073 -0.361 0.604
O 4.92676 -0.32044 -3.80120 -0.802 0.195 0.240 -0.270
O 3.27011 -2.10080 -4.30904 0.205 0.401 1.134 -0.258
C 2.68141 -1.79530 -5.57836 -0.195 0.441 -1.113 -0.254
C 3.70565 -1.25949 -6.56289 0.062 0.154 0.249 -0.084
C 4.02365 -1.83612 -1.88913 -0.146 -0.111 -0.039 -0.117
H 1.84856 -1.09578 -5.45546 0.092 -0.039 0.195 0.115
H 2.26458 -2.72662 -5.96803 0.097 -0.057 0.400 0.125
H 4.10113 -0.29724 -6.23574 -0.038 -0.013 -0.028 0.073
H 3.26124 -1.12117 -7.54856 -0.004 -0.130 0.112 0.069
H 4.55156 -1.94477 -6.64685 -0.157 0.032 -0.083 0.081
H 3.09966 -2.29667 -1.54056 0.089 -0.023 -0.065 0.062
H 4.41514 -1.15785 -1.13089 -0.016 0.058 -0.131 0.081
H 4.77030 -2.59115 -2.13100 -0.073 0.081 -0.033 0.080
O -1.77601 3.06289 -3.27580 0.447 0.283 -0.286 -0.290
S -0.97165 4.23426 -3.51113 0.690 0.472 0.456 0.602
O -0.66510 4.69204 -4.83985 -0.403 -0.559 0.432 -0.273
O 0.40408 4.10377 -2.67452 -1.021 0.487 -0.061 -0.263
C 1.23179 2.95778 -2.90063 0.681 -0.868 -0.478 -0.268
C 1.95719 3.03961 -4.23185 -0.065 0.103 -0.244 -0.066
C -1.66407 5.59180 -2.61130 0.092 -0.008 0.155 -0.119
H 0.64200 2.03910 -2.82837 -0.081 0.162 -0.012 0.105
H 1.96796 2.93198 -2.09411 -0.275 0.248 0.085 0.124
H 1.25555 3.00705 -5.06600 0.019 -0.018 0.036 0.072
H 2.65260 2.20697 -4.34554 -0.050 0.049 0.167 0.063
H 2.50932 3.97962 -4.31021 -0.015 -0.092 0.059 0.090
H -1.87296 5.27376 -1.59064 0.048 -0.009 -0.101 0.072
H -2.58803 5.88111 -3.11168 0.078 -0.120 -0.061 0.078
H -0.95920 6.42206 -2.62674 -0.018 -0.106 -0.040 0.076
O -4.98527 2.72111 -7.62516 -0.311 -0.509 0.291 -0.278
S -4.94602 1.93413 -6.42185 0.288 0.140 0.523 0.608
O -5.17005 0.51200 -6.43738 -0.066 0.591 -0.322 -0.287
O -5.93008 2.60270 -5.32441 0.769 -0.118 -0.199 -0.268
C -7.30175 2.79917 -5.67224 -0.920 -0.115 -0.304 -0.270
C -8.07382 1.49144 -5.68418 0.083 -0.234 -0.090 -0.079
C -3.41878 2.24107 -5.58263 -0.245 0.060 0.067 -0.137
H -7.38300 3.31415 -6.63432 0.185 -0.065 0.041 0.117
H -7.73061 3.46041 -4.91579 0.377 0.007 0.036 0.120
H -7.71195 0.82709 -6.46917 -0.030 0.048 0.018 0.068
H -9.13661 1.66997 -5.85907 0.055 0.100 0.060 0.080
H -7.95188 0.96571 -4.73378 -0.053 0.097 -0.045 0.084
H -3.24912 3.31513 -5.53097 -0.045 -0.122 -0.026 0.063
H -2.62564 1.76298 -6.15688 -0.142 0.014 -0.066 0.085
H -3.46792 1.80461 -4.58700 -0.035 0.066 -0.118 0.063
O 4.86552 -1.68838 -9.22679 0.346 0.215 -0.600 -0.290
S 5.74683 -1.97241 -10.32902 0.144 -0.457 -0.616 0.613
O 6.68983 -1.00158 -10.81619 -0.588 -0.181 0.467 -0.275
O 4.87276 -2.52002 -11.57381 0.602 -0.217 0.746 -0.263
C 3.80824 -1.70454 -12.06917 -0.592 0.775 -0.409 -0.265
C 4.32829 -0.51448 -12.85621 0.227 0.142 0.067 -0.076
C 6.62763 -3.46902 -9.98811 -0.125 -0.130 -0.081 -0.119
H 3.15915 -1.38222 -11.24921 0.171 -0.090 0.064 0.115
H 3.20590 -2.33334 -12.72849 0.247 -0.230 0.208 0.123
H 4.88605 0.16889 -12.21543 -0.051 -0.016 -0.020 0.068
H 3.50440 0.04353 -13.30516 -0.028 -0.132 0.014 0.082
H 5.00777 -0.84469 -13.64581 -0.124 -0.002 0.030 0.087
H 5.92362 -4.22806 -9.64910 0.028 0.089 -0.059 0.074
H 7.35330 -3.25222 -9.20455 -0.095 0.127 -0.048 0.077
H 7.14375 -3.78905 -10.89230 -0.070 0.076 0.046 0.076
```
Forces are in eV/Å.

The net charge is +1. The max |F| is 0.083 hartree/bohr. Its orbital gap is 8.46 eV. The HOMO energy is -11.608 eV. The calculated total energy is -4977.3076 hartree. Its molar mass is 903.2 g mol⁻¹.

---

(2)
A cluster of 7 separate species, C26H66N13O3P3 in total, computed with ωB97M-V/def2-TZVPD.

Structure (XYZ):
```
111
Properties=species:S:1:pos:R:3:forces:R:3:lowdin_charge:R:1
C 9.04198 9.58948 11.40458 0.732 -0.332 0.829 -0.119
N 8.18854 10.26552 12.39518 3.247 -0.379 0.725 -0.310
C 7.10364 10.96649 11.81138 -1.610 -0.537 0.107 -0.143
P 8.44622 9.96258 14.07360 -0.283 0.290 -0.795 0.684
O 9.84841 9.47350 14.38632 -2.533 0.256 -0.579 -0.321
N 8.06943 11.51686 14.76836 -0.697 -0.991 0.056 -0.276
C 8.96970 12.63919 14.37242 -0.059 -0.978 0.126 -0.090
C 7.64638 11.46439 16.18861 -0.515 -0.979 -0.301 -0.141
N 7.12358 8.87849 14.49468 1.031 0.534 -0.283 -0.313
C 7.20210 7.42981 14.29006 1.980 0.479 0.633 -0.121
C 5.74732 9.32152 14.33778 0.744 1.651 0.516 -0.152
H 8.51056 8.80417 10.86700 -0.242 0.205 -0.341 0.078
H 9.89427 9.08011 11.85432 -0.249 -0.074 0.624 0.066
H 9.57426 10.27245 10.74250 -0.615 0.347 -0.361 0.080
H 7.19042 11.09021 10.73192 0.571 0.207 0.084 0.086
H 6.87034 11.92114 12.28290 0.054 -0.018 0.055 0.077
H 6.26414 10.27862 11.91234 -0.841 0.486 -0.158 0.063
H 9.98500 12.24274 14.36446 0.300 0.430 0.017 0.075
H 8.74284 13.04329 13.38584 -0.178 -0.286 -0.126 0.056
H 8.88390 13.48113 15.05934 -0.051 -0.274 0.216 0.057
H 6.86762 10.70921 16.29516 0.121 -0.309 -0.192 0.053
H 8.42303 11.12501 16.87400 0.185 0.455 0.038 0.042
H 7.09410 12.30837 16.60186 0.634 0.645 -0.520 0.062
H 8.20372 7.13958 14.60732 0.175 -0.205 -0.182 0.072
H 6.55518 6.87159 14.96680 -0.459 0.279 -0.211 0.084
H 7.09982 7.13366 13.24606 -0.397 -0.060 -0.084 0.079
H 5.76336 10.38845 14.11532 -0.170 0.145 0.089 0.059
H 5.31568 9.24053 15.33540 -0.855 -0.375 -0.314 0.084
H 5.20324 8.87401 13.50602 -0.043 -0.505 0.275 0.084
C 9.94716 15.68109 11.94242 -0.266 -0.416 -0.053 -0.128
N 11.12314 16.25188 11.30174 -2.017 2.646 -0.772 -0.317
C 12.28182 15.47614 11.41682 1.605 -0.441 -0.627 -0.148
P 11.31226 17.93792 11.33608 -0.596 1.665 1.239 0.608
O 12.38842 18.54110 10.50228 -0.177 -1.180 0.764 -0.297
N 9.77840 18.63265 10.94234 0.491 -0.730 1.579 -0.320
C 9.18454 18.20052 9.72127 0.393 -0.202 -1.150 -0.149
C 9.59966 20.08312 11.10350 0.688 -0.456 -0.135 -0.106
N 11.48366 18.28041 13.01180 1.349 1.165 -1.031 -0.296
C 12.79378 18.69521 13.60080 -0.511 0.288 -1.296 -0.094
C 10.42015 18.17575 13.97434 -0.472 -1.250 -0.072 -0.158
H 9.13970 16.38964 12.12694 0.144 0.081 -0.584 0.068
H 10.13772 15.25611 12.92790 0.501 -0.038 0.230 0.072
H 9.58760 14.85933 11.32312 -0.236 -0.072 -0.065 0.082
H 13.17088 15.97013 11.02484 -0.069 0.619 0.226 0.082
H 12.23596 14.64584 10.71214 -0.232 -0.779 0.633 0.090
H 12.45088 15.25041 12.46972 0.257 -0.718 0.017 0.084
H 8.28030 18.78322 9.54548 -0.296 -0.463 0.078 0.082
H 9.85202 18.43959 8.89336 0.085 0.090 -0.473 0.082
H 9.04682 17.12033 9.67320 -0.397 0.066 0.173 0.073
H 10.08379 20.40019 12.02718 -0.200 0.197 -0.094 0.076
H 10.01400 20.61477 10.24689 0.555 0.143 -0.027 0.081
H 8.54628 20.35845 11.05134 -0.186 -0.339 0.567 0.078
H 13.38802 19.34694 12.96032 -0.324 -0.095 -0.660 0.067
H 12.62534 19.35689 14.45044 -0.098 -0.657 0.476 0.077
H 13.44046 17.83050 13.74968 -0.097 -0.032 0.764 0.068
H 10.10357 19.11477 14.42834 0.102 0.219 -0.064 0.081
H 10.68302 17.46286 14.75586 0.149 0.204 0.311 0.049
H 9.56198 17.69030 13.50958 -0.113 0.483 0.063 0.050
C 12.17828 14.75908 25.80658 -0.700 -1.466 -0.785 -0.123
N 12.23510 15.37624 24.48694 0.842 0.561 -1.466 -0.294
C 12.96290 16.68019 24.43624 -0.837 -0.778 0.105 -0.109
P 11.95154 14.34659 23.08890 3.592 0.564 0.165 0.634
O 10.53564 14.05507 22.92788 -1.112 -0.773 0.127 -0.290
N 12.64842 15.16360 21.72798 -0.081 -0.451 2.336 -0.325
C 13.18728 14.37847 20.64978 -0.153 -0.417 -0.434 -0.133
C 11.89552 16.31557 21.26748 -0.200 -0.367 0.852 -0.125
N 13.00538 12.93028 23.15998 -2.136 -0.001 0.446 -0.298
C 14.40296 12.97594 23.44952 0.808 1.979 0.347 -0.157
C 12.45238 11.65022 23.64888 -0.708 -0.016 -0.016 -0.122
H 12.43300 15.35927 26.68006 0.346 0.349 -0.551 0.085
H 12.79862 13.86730 25.71708 0.299 -0.158 0.840 0.054
H 11.17348 14.38284 25.99874 -0.217 0.038 0.044 0.076
H 12.22654 17.46791 24.59550 0.027 0.328 -0.453 0.073
H 13.50784 16.78252 23.49780 -0.128 0.153 0.105 0.063
H 13.64068 16.79731 25.28182 0.299 -0.426 -0.082 0.070
H 12.36954 13.88767 20.12202 0.001 -0.139 -0.430 0.070
H 13.68428 15.06779 19.96720 0.114 -0.095 -0.131 0.081
H 13.87456 13.59170 20.96082 -0.026 0.295 0.097 0.067
H 11.36178 16.68518 22.14306 -0.024 0.536 -0.183 0.071
H 12.57744 17.06530 20.86630 -0.182 0.102 -0.104 0.089
H 11.12904 16.02242 20.55008 0.008 0.094 -0.357 0.069
H 14.91480 12.05575 23.16782 -0.072 0.107 0.065 0.096
H 14.88926 13.85041 23.01716 -0.003 -0.170 -1.060 0.075
H 14.60754 13.29105 24.47272 -0.069 -0.938 0.802 0.070
H 12.73158 10.76724 23.07402 0.052 0.348 -0.893 0.078
H 11.36436 11.70315 23.68790 0.052 -0.017 -0.080 0.070
H 12.80854 11.32387 24.62600 0.098 0.755 0.569 0.072
C 10.95060 10.23469 17.43026 -0.388 1.155 0.051 -0.084
C 12.01742 10.18016 18.39524 1.630 -1.542 2.090 -0.292
N 12.89484 10.02574 19.14656 -1.430 0.589 -1.272 0.113
H 11.20650 9.66380 16.53766 -0.225 0.457 -0.139 0.078
H 10.85160 11.31542 17.32872 0.159 0.203 -1.242 0.044
H 9.93542 10.02274 17.76580 0.374 -0.857 0.516 0.076
C 14.81956 14.09169 16.02159 -0.644 -0.074 0.594 -0.055
C 13.51106 13.84324 16.63190 -1.632 0.002 1.516 -0.249
N 12.47202 13.68166 17.13130 1.682 0.168 -0.964 0.158
H 15.60970 13.60679 16.59486 -0.161 -0.548 -0.334 0.086
H 15.07042 15.14755 16.12326 -0.308 0.093 -0.617 0.084
H 14.65482 13.71364 15.01262 0.939 0.312 -0.178 0.086
C 9.20740 14.23353 18.25256 -0.823 1.563 -1.663 -0.055
C 9.18684 15.28722 17.17026 0.748 1.314 -1.625 -0.242
N 9.16056 16.09087 16.31248 -0.073 -2.183 2.351 0.133
H 9.48924 14.73358 19.17918 0.073 -0.427 0.027 0.064
H 9.82170 13.38333 17.95607 0.086 0.276 0.199 0.050
H 8.14950 13.97238 18.22543 0.115 -0.519 0.657 0.040
C 6.81280 13.73608 21.01758 0.042 0.084 -0.457 -0.048
C 6.80816 12.68246 19.96458 0.065 1.758 2.345 -0.255
N 6.77446 11.88623 19.15730 -0.042 -1.190 -1.211 0.158
H 6.42308 13.40931 21.98164 -0.135 -0.306 -0.291 0.083
H 6.21676 14.57384 20.65564 -0.161 -0.080 0.046 0.082
H 7.80194 14.14559 21.22256 0.211 -0.352 -0.233 0.068
```
Forces are in eV/Å.

The SMILES is CN(C)P(=O)(N(C)C)N(C)C.CN(C)P(=O)(N(C)C)N(C)C.CN(C)P(=O)(N(C)C)N(C)C.CC#N.CC#N.CC#N.CC#N. The calculation puts the energy relative to the best compared isomer or geometry (same formula, charge and spin) at 0.0 kcal per mole. The max |F| is 0.071 hartree/bohr. Its orbital gap is 8.60 eV. The HOMO energy is -8.191 eV. The calculated total energy is -2991.8673 hartree. Its molar mass is 701.8 g mol⁻¹.